# 1
ORCA calculation (ωB97M-V with the def2-TZVPD basis set) on a structure of composition C22H29F5FeN6O4P2S2.

```
! wB97M-V def2-TZVPD RIJCOSX def2/J DEFGRID3
* xyz 0 5
Fe -0.5379 -1.1100 -0.7615
C 2.2963 0.5976 2.2084
N 1.1030 1.4134 2.5106
C 0.5198 1.1398 3.8308
P 0.0580 1.7446 1.2871
O -0.7756 0.6742 0.6866
O 1.1010 2.3449 0.2089
P 1.0827 1.8487 -1.3406
O 1.1701 0.3718 -1.3977
N -0.2240 2.4876 -2.0723
C -0.5143 3.9081 -1.8764
C -1.3811 1.6685 -2.4497
N 2.3698 2.7141 -1.9112
C 3.6119 2.6597 -1.1259
C 2.6248 2.4737 -3.3503
N -0.8680 2.9815 1.7946
C -2.3285 2.9277 1.7471
C -0.2855 4.1636 2.4232
H 3.1954 1.0955 2.5775
H 2.4038 0.4323 1.1371
H 2.2166 -0.3796 2.6901
H 1.2114 1.4656 4.6091
H 0.3192 0.0745 3.9682
H -0.4143 1.6872 3.9520
H 0.3952 4.4490 -1.6254
H -1.2500 4.0527 -1.0769
H -0.9219 4.3251 -2.7987
H -1.0819 0.6417 -2.6231
H -1.7967 2.0534 -3.3825
H -2.1570 1.6839 -1.6816
H 3.4071 2.8601 -0.0780
H 4.2885 3.4282 -1.4981
H 4.1109 1.6881 -1.2126
H 1.6918 2.5217 -3.9101
H 3.0826 1.4958 -3.5267
H 3.2922 3.2522 -3.7212
H -2.6515 2.0310 1.2220
H -2.7197 3.8036 1.2237
H -2.7517 2.9161 2.7568
H 0.8008 4.1038 2.4131
H -0.6179 4.2545 3.4619
H -0.5903 5.0636 1.8845
S 3.0553 -3.6224 0.7998
C 2.1120 -2.6014 -0.2157
N 1.0628 -2.0881 0.3308
C 0.9100 -2.5166 1.6500
C -0.1499 -2.1800 2.4939
C -0.1475 -2.6874 3.7752
C 0.8912 -3.5172 4.2243
C 1.9385 -3.8618 3.3950
C 1.9320 -3.3560 2.0943
H 2.3912 -2.4086 -1.2473
H -0.9518 -1.5467 2.1253
H -0.9626 -2.4495 4.4474
H 0.8643 -3.9030 5.2352
H 2.7351 -4.5118 3.7366
O 0.8756 -1.5907 -4.7165
C 0.3247 -1.6811 -3.6606
N -0.2289 -1.7753 -2.6057
F -3.5647 -6.2483 -3.7866
C -3.4168 -5.1515 -3.0427
C -2.3918 -5.0606 -2.1251
F -1.5320 -6.0750 -1.9837
C -2.2610 -3.9203 -1.3635
F -1.2303 -3.8866 -0.5080
C -3.1101 -2.8255 -1.4692
S -2.9361 -1.3556 -0.5188
C -4.1306 -2.9634 -2.3993
F -5.0050 -1.9688 -2.5822
C -4.2848 -4.0929 -3.1791
F -5.2742 -4.1635 -4.0763
*
```

As for the expectation value of S²: 6.011. For the HOMO energy (alpha / beta), the calculation gives -0.26582 / -0.26891 Eh. Its total energy is -128644.854 eV. The molecular weight is 718.43 g mol⁻¹. The value obtained for the HOMO-LUMO gap (alpha / beta) is 7.4 / 7.5 eV. The value obtained for the LUMO energy (alpha / beta) is 0.2 / 0.2 eV. The max |F| comes out at 0.0111 hartree/bohr.



# 2
ORCA calculation (ωB97M-V with the def2-TZVPD basis set) on a cluster of 2 separate species, C22H29N2 in total in a non-equilibrium geometry.

```
! wB97M-V def2-TZVPD RIJCOSX def2/J DEFGRID3
* xyz 1 1
C -2.9632 1.5067 3.0923
C -2.8317 1.1140 1.6810
N -3.3651 1.8678 0.6885
C -4.0377 3.1385 0.8903
C -3.1449 1.2718 -0.5542
C -2.3933 0.0903 -0.3373
C -1.9097 -0.6010 -1.4458
C -2.2619 -0.1497 -2.7289
C -3.0130 1.0229 -2.9158
C -3.4526 1.7667 -1.8112
C -2.1719 -0.0102 1.1056
C -1.3000 -0.8971 1.7652
C -1.1222 -2.2629 1.3500
C -2.0545 -2.9714 0.5448
C -1.7285 -4.2124 0.0162
C -0.4855 -4.7984 0.2846
C -0.0908 -6.0650 -0.4029
C 0.3716 -4.1820 1.2033
C 0.0413 -2.9601 1.7673
H -2.6081 0.6777 3.7128
H -2.3648 2.4028 3.3325
H -4.0119 1.7182 3.3576
H -4.3145 3.5377 -0.0874
H -4.9420 3.0126 1.4990
H -3.3788 3.8587 1.3948
H -1.2874 -1.4840 -1.3035
H -1.9418 -0.7242 -3.5998
H -3.2506 1.3597 -3.9244
H -4.0175 2.6915 -1.9079
H -1.0588 -0.6818 2.8165
H -3.0236 -2.5160 0.3248
H -2.4354 -4.7304 -0.6362
H 0.8863 -6.4004 -0.0495
H -0.8196 -6.8621 -0.2203
H -0.0311 -5.9265 -1.4890
H 1.3140 -4.6695 1.4618
H 0.7043 -2.4777 2.4936
C 0.9414 2.4193 1.9844
C 0.7380 1.0596 1.3376
N 1.9046 0.4422 0.8670
C 1.9816 -0.7798 0.1433
C 3.3832 -1.0365 -0.4114
H -0.0016 2.7412 2.4363
H 1.7053 2.3520 2.7672
H 1.2496 3.1549 1.2341
H 0.3497 0.3719 2.1000
H -0.0312 1.1092 0.5470
H 2.6634 1.0866 0.6736
H 1.7250 -1.5833 0.8466
H 1.2259 -0.8279 -0.6650
H 3.4216 -2.0238 -0.8771
H 3.6477 -0.2849 -1.1626
H 4.1248 -1.0030 0.3941
*
```

For the HOMO energy, the calculation gives -0.39246 Eh. Its total energy is -26258.066 eV. The molecular weight is 321.49 g mol⁻¹. The value obtained for the HOMO-LUMO gap is 5.9 eV. The energy relative to the best compared isomer or geometry (same formula, charge and spin) is 111.5 kJ/mol. The value obtained for the LUMO energy is -4.8 eV. The max |F| comes out at 0.0668 hartree/bohr.



# 3
ORCA calculation (ωB97M-V with the def2-TZVPD basis set) on an isolated molecule of C22H29NO4 in a non-equilibrium geometry.

```
! wB97M-V def2-TZVPD RIJCOSX def2/J DEFGRID3
* xyz 0 1
C 4.3698 3.5216 -0.7264
C 3.2389 3.0119 0.1581
C 3.5429 1.6198 0.7064
C 2.4147 1.0908 1.6064
C 1.1371 0.8827 0.8449
C 0.1270 1.7845 0.9673
C -1.1156 1.6694 0.2709
C -2.1535 2.5578 0.3866
C -3.3974 2.3696 -0.2806
O -4.2875 3.1899 -0.3873
C -3.6210 0.9038 -0.8006
C -4.8526 0.7863 -1.6825
O -3.8495 0.1945 0.4454
C -3.4325 -1.0530 0.5668
O -2.7726 -1.6412 -0.2554
C -3.8731 -1.6431 1.8894
C -2.7823 -2.5281 2.4820
C -2.3645 0.4024 -1.4942
O -2.3280 0.0493 -2.6496
C -1.1642 0.5653 -0.6475
C -0.1176 -0.2833 -0.7639
N 1.0099 -0.1862 -0.0110
C 1.9629 -1.2796 -0.1136
C 1.3442 -2.6163 0.3496
C 1.9105 -3.6587 -0.6112
C 1.9479 -2.9187 -1.9453
C 2.4373 -1.5184 -1.5673
H 4.1390 4.5142 -1.1043
H 4.5198 2.8587 -1.5759
H 5.3006 3.5758 -0.1656
H 2.3121 2.9815 -0.4184
H 3.0896 3.7034 0.9900
H 3.7088 0.9402 -0.1317
H 4.4644 1.6584 1.2916
H 2.2263 1.8259 2.3899
H 2.7314 0.1702 2.1011
H 0.2528 2.6225 1.6350
H -2.0372 3.4588 0.9689
H -4.6665 1.3061 -2.6181
H -5.0580 -0.2608 -1.8936
H -5.7026 1.2417 -1.1817
H -4.7676 -2.2393 1.6923
H -4.1443 -0.8296 2.5618
H -1.9094 -1.9330 2.7421
H -3.1439 -3.0258 3.3778
H -2.4832 -3.2803 1.7563
H -0.1808 -1.1023 -1.4613
H 2.8227 -1.0447 0.5093
H 1.5824 -2.8336 1.3904
H 0.2585 -2.5736 0.2525
H 1.3002 -4.5587 -0.6477
H 2.9218 -3.9380 -0.3105
H 2.6023 -3.3983 -2.6709
H 0.9450 -2.8753 -2.3713
H 2.0573 -0.7520 -2.2414
H 3.5269 -1.4850 -1.6040
*
```

For the HOMO energy, the calculation gives -0.27241 Eh. Its total energy is -32965.228 eV. The molecular weight is 371.48 g mol⁻¹. The value obtained for the HOMO-LUMO gap is 7.7 eV. The energy relative to the best compared isomer or geometry (same formula, charge and spin) is 175.4 kJ/mol. The value obtained for the LUMO energy is 0.3 eV. As for the SMILES: CCCCC1=CC2=CC(=O)[C@](C)(OC(=O)CC)C(=O)C2=CN1C1CCCC1. The max |F| comes out at 0.0197 hartree/bohr.



> Which of these has the lowest molecular weight?

C22H29N2



> Which value of max |F| does entry 2 give?

0.0668 hartree/bohr



Please write out number 3 again, unchanged.
ORCA calculation (ωB97M-V with the def2-TZVPD basis set) on an isolated molecule of C22H29NO4 in a non-equilibrium geometry.

```
! wB97M-V def2-TZVPD RIJCOSX def2/J DEFGRID3
* xyz 0 1
C 4.3698 3.5216 -0.7264
C 3.2389 3.0119 0.1581
C 3.5429 1.6198 0.7064
C 2.4147 1.0908 1.6064
C 1.1371 0.8827 0.8449
C 0.1270 1.7845 0.9673
C -1.1156 1.6694 0.2709
C -2.1535 2.5578 0.3866
C -3.3974 2.3696 -0.2806
O -4.2875 3.1899 -0.3873
C -3.6210 0.9038 -0.8006
C -4.8526 0.7863 -1.6825
O -3.8495 0.1945 0.4454
C -3.4325 -1.0530 0.5668
O -2.7726 -1.6412 -0.2554
C -3.8731 -1.6431 1.8894
C -2.7823 -2.5281 2.4820
C -2.3645 0.4024 -1.4942
O -2.3280 0.0493 -2.6496
C -1.1642 0.5653 -0.6475
C -0.1176 -0.2833 -0.7639
N 1.0099 -0.1862 -0.0110
C 1.9629 -1.2796 -0.1136
C 1.3442 -2.6163 0.3496
C 1.9105 -3.6587 -0.6112
C 1.9479 -2.9187 -1.9453
C 2.4373 -1.5184 -1.5673
H 4.1390 4.5142 -1.1043
H 4.5198 2.8587 -1.5759
H 5.3006 3.5758 -0.1656
H 2.3121 2.9815 -0.4184
H 3.0896 3.7034 0.9900
H 3.7088 0.9402 -0.1317
H 4.4644 1.6584 1.2916
H 2.2263 1.8259 2.3899
H 2.7314 0.1702 2.1011
H 0.2528 2.6225 1.6350
H -2.0372 3.4588 0.9689
H -4.6665 1.3061 -2.6181
H -5.0580 -0.2608 -1.8936
H -5.7026 1.2417 -1.1817
H -4.7676 -2.2393 1.6923
H -4.1443 -0.8296 2.5618
H -1.9094 -1.9330 2.7421
H -3.1439 -3.0258 3.3778
H -2.4832 -3.2803 1.7563
H -0.1808 -1.1023 -1.4613
H 2.8227 -1.0447 0.5093
H 1.5824 -2.8336 1.3904
H 0.2585 -2.5736 0.2525
H 1.3002 -4.5587 -0.6477
H 2.9218 -3.9380 -0.3105
H 2.6023 -3.3983 -2.6709
H 0.9450 -2.8753 -2.3713
H 2.0573 -0.7520 -2.2414
H 3.5269 -1.4850 -1.6040
*
```

For the HOMO energy, the calculation gives -0.27241 Eh. Its total energy is -32965.228 eV. The molecular weight is 371.48 g mol⁻¹. The value obtained for the HOMO-LUMO gap is 7.7 eV. The energy relative to the best compared isomer or geometry (same formula, charge and spin) is 175.4 kJ/mol. The value obtained for the LUMO energy is 0.3 eV. As for the SMILES: CCCCC1=CC2=CC(=O)[C@](C)(OC(=O)CC)C(=O)C2=CN1C1CCCC1. The max |F| comes out at 0.0197 hartree/bohr.



> Among the records above, which one has the lowest total energy?

C22H29F5FeN6O4P2S2